{
  "formula": "C42H37GeHgN5O",
  "method": "the ωB97M-V functional and the def2-TZVPD basis",
  "elements": ["Hg", "C", "C", "C", "C", "C", "C", "N", "C", "C", "C", "C", "C", "N", "C", "C", "C", "C", "C", "C", "N", "H", "H", "H", "H", "H", "H", "H", "H", "H", "H", "H", "H", "H", "H", "H", "C", "Ge", "C", "C", "C", "C", "C", "C", "C", "C", "C", "C", "C", "C", "C", "C", "C", "C", "C", "C", "H", "H", "H", "H", "H", "H", "H", "H", "H", "H", "H", "H", "H", "H", "H", "H", "N", "C", "O", "C", "C", "C", "C", "N", "C", "H", "H", "H", "H", "H", "H"],
  "xyz": [[-0.253, -3.023, -1.250], [-1.284, -0.342, -4.011], [0.215, -0.445, -4.129], [0.830, -0.194, -5.351], [2.229, -0.316, -5.408], [2.920, -0.676, -4.288], [2.231, -0.911, -3.060], [0.865, -0.777, -3.018], [2.939, -1.275, -1.873], [4.294, -1.720, -1.940], [4.968, -2.047, -0.803], [4.321, -1.936, 0.446], [3.001, -1.505, 0.439], [2.314, -1.191, -0.651], [2.268, -1.316, 1.747], [2.871, -1.879, 2.983], [2.108, -2.404, 3.942], [0.659, -2.475, 3.797], [0.071, -1.985, 2.701], [-1.393, -1.999, 2.422], [0.805, -1.395, 1.642], [-1.765, -0.442, -4.984], [-1.577, 0.620, -3.582], [-1.652, -1.129, -3.350], [0.241, 0.068, -6.221], [2.762, -0.114, -6.331], [3.999, -0.726, -4.325], [4.778, -1.843, -2.898], [5.988, -2.410, -0.859], [4.836, -2.212, 1.352], [3.944, -1.839, 3.098], [2.564, -2.801, 4.841], [0.060, -2.952, 4.561], [-1.963, -2.466, 3.226], [-1.576, -2.523, 1.481], [-1.737, -0.966, 2.290], [1.416, -0.089, 1.923], [1.075, 1.419, 0.736], [-0.836, 1.315, 0.343], [-1.291, 0.439, -0.645], [-2.653, 0.270, -0.857], [-3.576, 0.980, -0.100], [-3.134, 1.850, 0.890], [-1.771, 2.005, 1.115], [1.362, 2.993, 1.891], [2.186, 2.948, 3.014], [2.449, 4.091, 3.762], [1.888, 5.304, 3.395], [1.070, 5.372, 2.274], [0.817, 4.228, 1.532], [2.139, 1.807, -0.840], [3.529, 1.729, -0.803], [4.285, 2.076, -1.912], [3.659, 2.515, -3.071], [2.276, 2.600, -3.119], [1.523, 2.247, -2.007], [1.330, 0.207, 2.971], [-0.572, -0.114, -1.247], [-2.994, -0.428, -1.612], [-4.638, 0.854, -0.280], [-3.848, 2.416, 1.479], [-1.437, 2.680, 1.895], [2.639, 2.010, 3.316], [3.095, 4.031, 4.629], [2.091, 6.196, 3.976], [0.635, 6.318, 1.976], [0.188, 4.300, 0.650], [4.031, 1.355, 0.084], [5.364, 1.983, -1.877], [4.248, 2.767, -3.945], [1.779, 2.905, -4.032], [0.440, 2.288, -2.066], [-5.098, -0.419, 2.751], [-6.066, -1.300, 2.383], [-7.115, -1.407, 2.995], [-5.761, -2.172, 1.202], [-6.786, -2.938, 0.662], [-6.511, -3.748, -0.423], [-5.216, -3.763, -0.927], [-4.222, -3.042, -0.419], [-4.500, -2.267, 0.625], [-5.340, 0.223, 3.487], [-4.361, -0.144, 2.120], [-7.770, -2.882, 1.110], [-7.279, -4.360, -0.877], [-4.962, -4.387, -1.777], [-3.658, -1.710, 1.016]],
  "lowdin_charge": [0.3677, -0.0639, -0.3857, -0.0862, -0.1183, -0.0674, -0.2571, 0.0654, -0.2651, -0.0564, -0.1086, -0.0642, -0.2637, 0.1027, -0.3140, -0.0309, -0.0859, -0.0487, -0.3099, -0.0474, 0.0195, 0.0679, 0.0688, 0.0252, 0.0819, 0.0895, 0.0852, 0.0853, 0.0893, 0.0706, 0.0945, 0.0937, 0.0981, 0.0803, 0.0181, 0.0734, -0.2191, 1.0577, -0.2522, -0.1240, -0.1011, -0.1226, -0.1168, -0.1107, -0.2588, -0.1056, -0.0992, -0.1087, -0.0974, -0.1177, -0.2722, -0.1094, -0.0887, -0.1011, -0.0924, -0.1063, 0.1076, 0.0316, 0.0885, 0.1024, 0.0968, 0.0904, 0.0922, 0.0958, 0.0934, 0.0961, 0.1023, 0.1051, 0.0982, 0.0962, 0.1001, 0.0945, 0.1873, -0.4989, 0.0419, -0.1201, -0.0115, -0.0588, -0.1397, 0.0858, -0.1001, 0.1116, 0.0551, 0.1175, 0.0988, 0.1056, 0.0764],
  "molar_mass_da": 900.992,
  "charge": -1,
  "homo_lumo_gap_ev": [3.80, 7.07],
  "multiplicity": 2
}